Here is a cluster of 2 separate species, C3H13N3O2 in total in a non-equilibrium geometry from the Open Molecules 2025 dataset. Energies are from the ωB97M-V functional and the def2-TZVPD basis.

Structure (XYZ):
```
21
Properties=species:S:1:pos:R:3:forces:R:3:lowdin_charge:R:1
C 2.2474 -0.5183 0.2145 -3.061 0.494 -0.798 -0.345
C -1.2081 -0.4013 -0.9608 0.773 1.580 1.943 -0.203
C -1.5636 -1.7245 -0.3158 -0.062 0.351 0.085 -0.105
O 1.8151 -0.5007 1.5371 -0.008 0.280 0.490 -0.061
O 2.7250 0.7391 -0.2165 0.441 0.170 0.038 -0.073
H 0.9491 -0.0391 1.5227 0.450 -0.335 -0.133 0.063
H 3.3918 1.0492 0.4114 -0.059 -0.080 -0.060 0.095
H 3.0321 -1.2848 0.1524 -0.547 -0.001 -0.397 0.125
H -0.4533 -0.5228 -1.7390 -0.201 0.170 -0.080 0.097
H -2.1015 0.1238 -1.3265 0.157 -0.080 -0.209 0.101
H -0.6688 -2.2070 0.0691 0.073 -0.171 -0.088 0.070
H -2.2277 -1.5562 0.5286 -0.063 -0.008 -0.003 0.061
H -2.0720 -2.3634 -1.0372 0.112 -0.108 -0.003 0.072
N -0.5307 0.5629 0.1065 -0.994 -0.453 -1.040 -0.345
N -0.0724 1.8043 -0.4454 0.019 -0.468 -0.137 0.036
N -1.4567 0.8378 1.1434 -0.375 -0.503 0.054 0.013
H 1.1895 -0.5717 -0.3876 3.245 -0.850 0.684 0.125
H -0.6892 2.1515 -1.1817 0.098 -0.183 -0.019 0.071
H 0.8745 1.6543 -0.7891 -0.159 0.152 -0.028 0.049
H -2.2153 1.4446 0.8251 0.196 0.052 -0.067 0.075
H -0.9652 1.3224 1.8888 -0.034 -0.008 -0.235 0.077
```
Positions in Å, forces in eV/Å.

strongest force on any atom: 3.42 eV Å⁻¹
E_LUMO: 1.0 eV
HOMO energy: -9.2 eV
electronic energy: -436.75498 a.u.
orbital gap: 10.214 eV
SMILES string: CCN(N)N.OCO
energy relative to the best compared isomer or geometry (same formula, charge and spin): 3.017 eV

***

Here is an isolated molecule of C4H7NO in a non-equilibrium geometry from the Open Molecules 2025 dataset. Energies are from the ωB97M-V functional and the def2-TZVPD basis.

Structure (XYZ):
```
13
Properties=species:S:1:pos:R:3:forces:R:3:lowdin_charge:R:1
C 1.1593 0.0427 0.8116 -2.029 -4.802 -0.269 -0.139
C -0.2092 0.8116 0.8689 5.479 2.571 0.612 -0.313
C -1.0982 0.2316 -0.1163 -0.248 -0.260 -1.362 -0.248
C -0.1063 -0.9105 -2.2489 -2.220 1.685 4.723 -0.269
H 1.7976 0.3290 1.6514 0.452 0.045 -0.803 0.054
H 0.8551 -1.1770 1.0273 0.829 2.964 -0.058 0.126
H 1.4521 -0.1988 -0.3057 0.467 1.649 2.754 0.089
H -0.7087 0.5599 1.7650 -0.024 0.814 1.637 0.082
H 0.2968 1.9195 0.8178 -2.463 -2.041 -0.124 0.161
H -1.8780 1.0107 -0.3908 0.393 -1.737 -0.048 0.148
H -1.3158 -0.6946 0.4537 -1.464 0.407 -0.793 0.132
N -0.2729 -0.2662 -1.1939 0.271 -1.879 -6.080 0.037
O 0.0283 -1.6579 -3.1403 0.556 0.583 -0.188 0.141
```
Positions in Å, forces in eV/Å.

strongest force on any atom: 6.37 eV Å⁻¹
E_LUMO: 0.8 eV
HOMO energy: -10.1 eV
electronic energy: -286.51501 a.u.
orbital gap: 10.843 eV
SMILES string: CCCN=C=O
energy relative to the best compared isomer or geometry (same formula, charge and spin): 3.174 eV

***

Here is a structure of composition C12H30BrN2O6PS2 from the Open Molecules 2025 dataset. Energies are from the ωB97M-V functional and the def2-TZVPD basis.

Structure (XYZ):
```
54
Properties=species:S:1:pos:R:3:forces:R:3:lowdin_charge:R:1
C 3.8120 3.1717 1.5150 0.057 0.039 -0.018 -0.133
C 3.2466 3.9161 0.2982 -0.038 -0.113 0.059 -0.350
C 1.7918 3.6157 -0.0363 0.023 0.007 0.165 -0.890
Br 1.6311 1.7839 -0.7227 0.112 -0.093 -0.002 0.731
P 0.6449 3.6663 1.4190 -0.245 -0.047 0.265 0.946
C -1.0061 3.4242 0.5310 0.001 0.169 -0.124 -0.469
N -2.0821 4.3767 0.7513 -0.095 -0.161 -0.001 -0.041
C 0.6428 5.4871 1.8410 0.172 0.095 -0.099 -0.354
C 1.0698 6.4732 0.7871 0.008 0.064 -0.019 -0.320
N 0.5576 6.6467 -0.3567 -0.073 -0.034 -0.008 0.097
H 3.2202 2.2904 1.7589 0.011 -0.025 -0.018 0.043
H 3.8464 3.8095 2.3987 -0.093 -0.037 0.025 0.069
H 4.8304 2.8393 1.3196 0.021 0.018 0.015 0.071
H 3.8374 3.6749 -0.5855 0.009 0.126 -0.055 0.096
H 3.3149 4.9970 0.4501 0.082 0.012 -0.068 0.095
H 1.4595 4.2513 -0.8522 -0.053 -0.002 -0.072 0.046
H -0.8093 3.3354 -0.5414 0.040 0.041 -0.004 0.041
H -1.3559 2.4472 0.8629 -0.007 -0.040 -0.096 0.066
H -2.6987 4.1097 1.5044 0.096 0.077 0.061 0.067
H -1.7872 5.3323 0.8789 -0.023 0.008 -0.008 0.030
H 1.2752 5.5792 2.7239 0.053 0.069 -0.018 0.062
H -0.3609 5.7614 2.1734 -0.046 -0.167 0.096 0.067
H 1.9120 7.1195 1.0455 0.017 -0.029 -0.016 0.101
H -0.2258 6.0061 -0.5155 0.046 0.001 -0.028 0.036
O 0.5598 -1.4629 -2.1630 0.049 -0.047 0.081 -0.292
S -0.8210 -1.2157 -2.4571 -0.064 0.038 -0.100 0.547
O -1.8211 -1.7590 -1.5883 0.000 -0.026 0.070 -0.277
O -1.1183 -1.6607 -3.9471 -0.016 -0.008 -0.005 -0.260
C -0.6918 -2.9933 -4.3397 0.102 -0.132 -0.089 -0.240
C -1.6184 -4.0740 -3.8293 -0.041 0.063 0.057 -0.067
C -1.0978 0.5032 -2.6531 -0.090 0.084 -0.042 -0.146
H 0.3346 -3.1407 -4.0031 -0.008 0.034 0.036 0.113
H -0.6896 -2.9527 -5.4265 -0.036 0.041 0.002 0.122
H -1.5726 -4.1638 -2.7453 0.013 0.001 -0.001 0.066
H -1.3288 -5.0290 -4.2688 0.002 -0.002 -0.012 0.083
H -2.6494 -3.8576 -4.1074 0.004 -0.020 -0.027 0.087
H -0.3531 0.9076 -3.3328 0.012 0.001 0.017 0.074
H -0.9884 0.9414 -1.6632 0.000 0.001 -0.028 0.022
H -2.1060 0.6570 -3.0288 -0.008 -0.040 -0.002 0.080
O -2.1277 -6.4047 1.5863 -0.050 -0.026 -0.030 -0.279
S -1.2331 -5.8886 2.5787 0.033 -0.004 -0.027 0.555
O -1.7656 -5.1060 3.6508 -0.015 0.018 0.053 -0.277
O -0.0638 -5.1035 1.8601 0.015 0.038 0.048 -0.266
C -0.4383 -4.0964 0.8770 -0.009 0.115 -0.269 -0.237
C -0.9013 -2.8041 1.5028 -0.037 0.029 0.199 -0.065
C -0.2567 -7.1905 3.2440 0.012 -0.031 0.002 -0.125
H -1.1949 -4.5204 0.2165 -0.024 -0.037 0.053 0.109
H 0.4698 -3.9486 0.2966 0.037 -0.021 0.054 0.123
H -1.8509 -2.9233 2.0230 -0.003 -0.045 -0.022 0.078
H -1.0320 -2.0671 0.7128 0.009 0.004 -0.014 0.054
H -0.1694 -2.4358 2.2223 0.041 -0.006 -0.044 0.087
H 0.1673 -7.7638 2.4248 0.004 -0.002 0.002 0.074
H -0.9274 -7.8053 3.8400 -0.005 0.003 -0.002 0.076
H 0.5189 -6.7566 3.8689 -0.003 0.000 0.008 0.074
```
Positions in Å, forces in eV/Å.

strongest force on any atom: 0.36 eV Å⁻¹
E_LUMO: 0.6 eV
HOMO energy: -8.7 eV
electronic energy: -4747.86706 a.u.
orbital gap: 9.347 eV

***

Here is a cluster of 14 separate species, C5H35N3O13 in total in a non-equilibrium geometry from the Open Molecules 2025 dataset. Energies are from the ωB97M-V functional and the def2-TZVPD basis.

Structure (XYZ):
```
56
Properties=species:S:1:pos:R:3:forces:R:3:lowdin_spin:R:1
C -0.4849 -1.4578 -0.6946 1.510 -1.249 -2.160 0.039
C 0.8063 -0.5909 -0.4619 -0.782 0.145 -0.185 0.050
C 0.5331 0.7730 -0.9661 -0.517 -0.206 2.031 0.279
C 1.0879 1.5198 -2.0396 0.148 0.365 0.749 0.223
N 0.7887 2.7915 -1.8989 0.039 1.225 0.047 0.055
C 0.0483 2.9158 -0.7595 0.266 -2.777 -0.496 0.283
N -0.1755 1.6801 -0.2196 0.205 -0.628 -0.959 0.004
N -0.3732 -2.8224 -0.1483 1.612 0.675 -0.635 0.006
H -0.4483 -1.5358 -1.7927 -1.053 0.265 0.507 0.001
H -1.4281 -1.0857 -0.3629 -0.358 1.079 0.232 0.000
H 0.7963 -0.5283 0.6213 1.092 0.091 0.315 0.011
H 1.7501 -0.9970 -0.9606 -1.479 0.187 1.014 0.002
H 1.7783 1.0880 -2.7280 -0.077 0.296 -0.740 0.006
H -0.3041 3.7756 -0.2571 -0.183 0.978 0.039 0.010
H -0.7744 1.4137 0.5913 0.726 0.811 0.286 -0.001
H 0.4785 -3.1794 -0.6415 -0.985 -0.225 0.832 0.000
H -1.1633 -3.2721 -0.5873 -0.163 -0.615 0.068 0.002
H -0.2087 1.3117 2.9825 -1.177 1.170 -0.686 0.000
H -1.6813 1.9702 2.6873 -0.053 -0.344 0.360 0.000
O -0.7432 1.9403 2.4182 1.727 -0.874 -0.075 0.000
H -3.0589 3.9407 -0.9057 0.146 0.611 0.597 0.000
H -2.0434 3.3883 -1.9479 0.169 0.363 -0.067 0.002
O -2.9590 3.4042 -1.6789 -0.446 -0.901 -0.593 0.011
H -0.1914 -1.4641 -4.5652 0.761 0.755 -0.561 0.000
H 0.6732 -1.9119 -3.2840 1.039 0.577 -0.501 0.000
O -0.1232 -1.9971 -3.7880 -1.544 -1.245 0.534 0.002
H 2.4480 -4.0154 0.4556 -0.372 -0.116 0.923 0.000
H 3.0861 -2.6465 1.0952 -0.566 -1.389 -0.393 0.000
O 3.0517 -3.2901 0.3487 0.863 1.584 -0.471 0.000
H -3.0059 -2.7179 -3.3048 -0.451 -0.342 0.054 0.000
H -2.0588 -1.5781 -3.2481 -1.581 -0.363 1.047 0.000
O -2.9260 -1.8900 -2.8253 1.983 0.623 -0.928 0.000
H 2.8869 0.8817 2.5830 0.471 -0.321 -0.176 0.000
H 4.1575 1.2135 1.7649 0.584 0.794 -0.277 0.000
O 3.6490 0.4946 2.1024 -1.079 -0.640 0.395 0.000
H -0.3559 -1.1506 2.8142 0.123 -0.017 0.560 0.000
H -1.3781 -1.1006 3.9591 1.312 0.348 -0.111 0.000
O -0.4380 -0.8640 3.7435 -1.327 -0.422 -0.357 0.000
H 2.3238 1.3400 4.7079 -0.014 0.032 0.536 0.000
H 0.9968 0.4425 4.5474 1.365 0.922 -0.644 0.000
O 1.6891 1.0012 4.0794 -1.410 -1.026 0.183 0.000
H -0.6906 1.7233 -3.4810 0.531 0.839 0.103 0.001
H -0.2677 1.6138 -5.0302 0.534 0.685 0.133 0.000
O -0.8418 1.3333 -4.3261 -1.175 -1.556 -0.471 0.013
H -3.7517 1.6449 1.9784 -0.300 -0.478 0.084 0.000
H -3.7203 1.7444 3.5780 -0.314 0.005 -0.292 0.000
O -3.2364 1.8810 2.7592 -0.077 0.387 0.431 0.000
H 3.6247 -1.6232 3.4371 -0.174 -0.222 0.061 0.000
H 2.2968 -1.7010 4.1411 -0.436 0.191 0.247 0.000
O 2.9260 -2.2525 3.6839 0.605 0.133 -0.517 0.000
H -3.9853 -0.4626 0.4751 -0.278 -0.941 -0.301 0.000
H -4.5324 0.8160 -0.2665 0.463 -0.649 0.479 0.000
O -4.0067 0.4806 0.4887 -0.180 1.689 -0.354 0.000
H 3.4358 -1.4582 -2.8668 0.041 -1.216 -0.595 0.000
H 3.1710 -0.1218 -2.7069 0.005 1.183 -0.076 0.000
O 2.8724 -0.8083 -3.2994 0.231 -0.240 0.770 0.000
```
Positions in Å, forces in eV/Å.

strongest force on any atom: 2.92 eV Å⁻¹
E_LUMO (spin up / spin down): -3.0 / -7.1 eV
HOMO energy (spin up / spin down): -12.8 / -12.8 eV
electronic energy: -1353.57825 a.u.
orbital gap (spin up / spin down): 9.721 / 5.669 eV
net charge: +1
2S+1: 2
energy relative to the best compared isomer or geometry (same formula, charge and spin): 1.141 eV